P | DFT (wB97M-V/def2-TZVPD) results for 2 unconnected molecules or ions with the total composition C5H14.

CARTESIAN COORDINATES (ANGSTROEM)
C 0.59370 -1.70834 1.46971
C -0.60229 -0.72763 1.55137
C -0.45007 0.61579 2.26628
H 0.23436 -2.73422 1.44212
H 1.16415 -1.45165 0.57988
H 1.20596 -1.65603 2.37326
H -1.41451 -1.30315 2.00052
H -0.89516 -0.53049 0.52077
H -0.39599 1.44936 1.56503
H 0.51601 0.63215 2.78555
H -1.22953 0.83129 2.99034
C 0.40888 0.25325 -1.98185
C -0.05790 1.38636 -2.91580
H 1.47682 0.06650 -2.07531
H 0.24963 0.58056 -0.95376
H -0.21238 -0.62175 -2.16033
H -1.13969 1.30032 -3.03980
H 0.33364 1.26849 -3.92544
H 0.21437 2.34919 -2.49253

Properties
SMILES ... CCC.CC
HOMO ... -11.3110 eV
HOMO-LUMO gap ... 12.4 eV
Net charge ... 0

Here are the Mulliken charges for atoms 1 to 4, given in e: -0.9501, -0.2803, -0.9434, 0.2942

***

Q | DFT (wB97M-V/def2-TZVPD) results for 2 unconnected molecules or ions with the total composition C5H14.

CARTESIAN COORDINATES (ANGSTROEM)
C 1.18729 -0.21383 -1.65181
C 1.50594 -1.64460 -1.11482
C 0.56234 -2.10027 -0.02895
H 0.77860 -0.21609 -2.63692
H 2.17506 0.27472 -1.78738
H 0.69641 0.34812 -0.88421
H 2.51636 -1.78713 -1.10032
H 1.32517 -2.40534 -1.95125
H -0.18636 -2.89501 -0.32401
H 1.19211 -2.59488 0.76141
H 0.08450 -1.32269 0.53788
C -1.96456 1.58209 0.82430
C -0.99822 2.15570 1.85277
H -2.30808 0.51912 1.05592
H -1.50732 1.68779 -0.33811
H -2.95986 2.12284 0.74050
H 0.05109 1.68756 1.64392
H -0.98329 3.26546 1.61488
H -1.16721 1.53646 2.78623

Properties
SMILES ... CCC.CC
HOMO ... -10.7294 eV
HOMO-LUMO gap ... 11.8 eV
Net charge ... 0

Here are the Mulliken charges for atoms 1 to 4, given in e: -0.7406, -0.4165, -0.8479, 0.2980

***

R | DFT (wB97M-V/def2-TZVPD) results for 2 unconnected molecules or ions with the total composition C5H14.

CARTESIAN COORDINATES (ANGSTROEM)
C -0.94532 -0.48328 -2.63188
C -1.71555 0.18631 -1.46824
C -1.14639 0.05095 -0.01750
H -0.08339 0.10627 -2.97478
H -1.53969 -0.42160 -3.53852
H -0.55984 -1.48171 -2.42171
H -1.65705 1.20316 -1.79566
H -2.74028 -0.16643 -1.44346
H -0.19731 -0.44571 -0.10548
H -1.22481 1.09045 0.40871
H -1.91031 -0.54180 0.47619
C 1.64514 -0.65164 1.76180
C 1.81897 0.86365 2.04113
H 2.37474 -1.08960 2.44133
H 0.75510 -1.00159 2.27005
H 1.62408 -0.88867 0.71345
H 2.24550 1.24326 1.10782
H 0.83298 1.26457 2.29341
H 2.42343 1.16339 2.88334

Properties
SMILES ... CCC.CC
HOMO ... -11.1176 eV
HOMO-LUMO gap ... 12.3 eV
Net charge ... 0

Here are the Mulliken charges for atoms 1 to 4, given in e: -1.2156, -0.3179, -0.4545, 0.3132

***

Which structure wins on stability? P wins.

***

P | DFT (wB97M-V/def2-TZVPD) results for 2 unconnected molecules or ions with the total composition C5H14.

CARTESIAN COORDINATES (ANGSTROEM)
C -1.27308 2.41725 -1.39030
C -1.56487 0.99986 -1.08471
C -0.96076 0.63388 0.35270
H -2.23380 3.04065 -1.37304
H -0.79729 2.52004 -2.39821
H -0.44994 2.88357 -0.89971
H -2.62699 0.71461 -1.14236
H -1.09524 0.29285 -1.76179
H -1.51556 -0.10717 0.89217
H 0.08897 0.15315 0.01241
H -0.82008 1.47779 1.10100
C 1.53719 -1.88680 1.81334
C 1.69209 -2.01518 0.16377
H 2.40604 -1.52371 2.36583
H 0.82358 -1.10934 1.73045
H 1.25710 -2.76782 2.20681
H 0.84951 -2.07936 -0.33171
H 2.53218 -2.55650 -0.19852
H 2.15095 -1.08777 -0.05810

Properties
SMILES ... CCC.CC
HOMO ... -10.9003 eV
HOMO-LUMO gap ... 12.0 eV
Net charge ... 0

Here are the Mulliken charges for atoms 1 to 4, given in e: -1.0861, -0.3128, -0.8643, 0.2274

***

Q | DFT (wB97M-V/def2-TZVPD) results for 2 unconnected molecules or ions with the total composition C5H14.

CARTESIAN COORDINATES (ANGSTROEM)
C 0.51623 1.77732 0.94656
C 0.41537 0.56717 1.93170
C 0.85156 -0.72406 1.24907
H 1.62259 1.99436 0.83710
H 0.15060 1.52167 0.06065
H -0.03317 2.75027 1.26610
H -0.69904 0.42623 2.37167
H 0.87255 0.66300 2.91493
H 0.04748 -1.44750 1.21584
H 1.64773 -1.06369 1.93952
H 1.42685 -0.53448 0.29697
C -1.01786 -1.30291 -1.41077
C -0.68371 -0.18287 -2.26543
H -1.64741 -0.92113 -0.67011
H -1.58302 -2.09524 -1.90765
H -0.08457 -1.91680 -1.14573
H -1.43528 0.60647 -2.42765
H 0.15795 0.26120 -1.79307
H -0.52485 -0.37901 -3.40971

Properties
SMILES ... CCC.CC
HOMO ... -10.7496 eV
HOMO-LUMO gap ... 11.9 eV
Net charge ... 0

Here are the Mulliken charges for atoms 1 to 4, given in e: -0.9627, -0.2373, -0.9604, 0.2694

***

R | DFT (wB97M-V/def2-TZVPD) results for 2 unconnected molecules or ions with the total composition C5H14.

CARTESIAN COORDINATES (ANGSTROEM)
C -0.20417 -1.62146 -0.40120
C -0.99665 -0.56945 -1.24575
C -0.06971 -0.36500 -2.50146
H -0.89876 -1.72550 0.44884
H 0.83524 -1.41049 -0.20219
H -0.32497 -2.61072 -0.85613
H -1.94649 -0.99807 -1.53007
H -1.07427 0.40203 -0.78569
H -0.27739 0.54552 -3.06632
H 1.00591 -0.35696 -2.33479
H -0.28287 -1.24462 -3.11021
C 0.61318 0.72505 2.49962
C 0.47223 1.77214 1.38680
H 1.67239 0.62531 2.71793
H 0.05579 1.05200 3.39093
H 0.09068 -0.20358 2.27390
H -0.53350 2.17745 1.29943
H 0.68310 1.23450 0.45408
H 1.18025 2.57187 1.56229

Properties
SMILES ... CCC.CC
HOMO ... -10.7298 eV
HOMO-LUMO gap ... 11.9 eV
Net charge ... 0

Here are the Mulliken charges for atoms 1 to 4, given in e: -1.1626, -0.1930, -1.1865, 0.2468

***

S | DFT (wB97M-V/def2-TZVPD) results for 2 unconnected molecules or ions with the total composition C5H14.

CARTESIAN COORDINATES (ANGSTROEM)
C -0.50945 1.88216 -0.61139
C -1.68493 0.94443 -0.88465
C -2.20777 0.22514 0.36155
H -0.46319 2.64462 -1.38416
H 0.41850 1.32010 -0.55710
H -0.64681 2.27570 0.39539
H -2.39432 1.54879 -1.46369
H -1.40607 0.17602 -1.61899
H -1.56698 0.51372 1.18973
H -3.20302 0.53039 0.67351
H -2.14806 -0.85977 0.34014
C 2.16570 -1.93036 0.95821
C 1.76858 -0.90965 -0.07122
H 2.33800 -2.93275 0.56693
H 3.02483 -1.64507 1.57916
H 1.37411 -1.98249 1.70696
H 2.53026 -0.68381 -0.84340
H 1.71002 0.11320 0.30215
H 0.90061 -1.23037 -0.63911

Properties
SMILES ... CCC.CC
HOMO ... -11.0335 eV
HOMO-LUMO gap ... 12.2 eV
Net charge ... 0

Here are the Mulliken charges for atoms 1 to 4, given in e: -0.8997, -0.2176, -1.0824, 0.3502

***

Which structure wins on stability? S wins.

***

P | DFT (wB97M-V/def2-TZVPD) results for 2 unconnected molecules or ions with the total composition C5H14.

CARTESIAN COORDINATES (ANGSTROEM)
C 1.95376 1.18209 0.49494
C 0.94412 1.27862 1.61818
C 0.34928 -0.07029 2.02822
H 1.63611 0.54096 -0.32434
H 2.94005 0.81427 0.77002
H 2.11268 2.15107 0.02311
H 1.45843 1.66187 2.49872
H 0.14843 1.97210 1.36288
H -0.03274 -0.67896 1.22156
H 1.11847 -0.65363 2.56276
H -0.42099 0.05910 2.80176
C -1.73706 -1.13591 -1.16815
C -1.31330 -0.94212 -2.61240
H -2.56300 -0.48226 -0.86936
H -1.95882 -2.16965 -0.94040
H -1.00038 -0.85103 -0.41032
H -1.11478 -1.88879 -3.10919
H -2.08756 -0.46228 -3.21011
H -0.43269 -0.32516 -2.73789

Properties
SMILES ... CCC.CC
HOMO ... -11.3544 eV
HOMO-LUMO gap ... 12.5 eV
Net charge ... 0

Here are the Mulliken charges for atoms 1 to 4, given in e: -1.0462, -0.2161, -1.0514, 0.2366

***

Q | DFT (wB97M-V/def2-TZVPD) results for 2 unconnected molecules or ions with the total composition C5H14.

CARTESIAN COORDINATES (ANGSTROEM)
C 2.34304 0.61457 -0.47298
C 1.36129 -0.19067 0.37181
C 1.23426 -1.61741 -0.04464
H 2.28373 1.67324 -0.21493
H 2.33277 0.62564 -1.63289
H 3.44346 0.42941 -0.14890
H 1.69041 -0.10012 1.37824
H 0.37986 0.49635 0.35205
H 2.11834 -2.11828 0.04055
H 0.49654 -1.98294 0.74513
H 0.73188 -1.57421 -1.05400
C -2.20806 0.49181 0.83031
C -2.59098 0.61628 -0.62724
H -1.95474 1.41367 1.19569
H -3.00632 0.03601 1.39525
H -1.32834 -0.26374 0.91858
H -3.02444 1.59072 -0.98975
H -3.28848 -0.16194 -1.02455
H -1.71194 0.44870 -1.30408

Properties
SMILES ... CCC.CC
HOMO ... -10.8269 eV
HOMO-LUMO gap ... 11.9 eV
Net charge ... 0

Here are the Mulliken charges for atoms 1 to 4, given in e: -1.2038, 0.1114, -0.9866, 0.3653

***

R | DFT (wB97M-V/def2-TZVPD) results for 2 unconnected molecules or ions with the total composition C5H14.

CARTESIAN COORDINATES (ANGSTROEM)
C -2.07766 -0.25250 0.79060
C -1.32050 0.94152 0.20589
C -2.27939 2.13743 0.05501
H -2.57004 0.12369 1.67612
H -1.42902 -1.13090 0.86718
H -2.84567 -0.60453 0.10560
H -0.53237 1.32751 0.87680
H -0.94923 0.62965 -0.78794
H -2.68622 2.59729 0.95133
H -1.70871 2.95493 -0.43537
H -3.12471 1.75570 -0.52655
C 2.02135 -1.01145 -0.63613
C 3.35803 -1.66907 -0.34120
H 1.44450 -1.50584 -1.40204
H 1.44864 -0.77110 0.28614
H 2.22088 0.06656 -0.76684
H 3.24528 -2.71209 0.00314
H 3.83208 -1.77199 -1.30344
H 3.95277 -1.10481 0.38171

Properties
SMILES ... CCC.CC
HOMO ... -11.0793 eV
HOMO-LUMO gap ... 12.2 eV
Net charge ... 0

Here are the Mulliken charges for atoms 1 to 4, given in e: -1.1537, 0.0274, -1.3016, 0.3304

***

Which structure wins on stability? P wins.

***

P | DFT (wB97M-V/def2-TZVPD) results for 2 unconnected molecules or ions with the total composition C16H17N.

CARTESIAN COORDINATES (ANGSTROEM)
C -0.55294 -3.67747 0.01450
C 0.59378 -3.17756 0.79508
C 0.68660 -3.06886 2.10922
N 1.79734 -2.17958 2.42333
C 1.96834 -1.36013 1.26818
C 2.47553 -0.13145 1.03597
C 2.28043 0.39832 -0.28377
C 1.68976 -0.21882 -1.36287
C 1.31533 -1.53941 -1.04730
C 1.36786 -2.09962 0.19089
H -0.32606 -4.74460 -0.40002
H -0.83176 -3.09170 -0.85989
H -1.27909 -3.84299 0.78290
H 0.28705 -3.65221 2.95859
H 1.83430 -1.76876 3.39741
H 3.08231 0.48818 1.83415
H 2.65349 1.44184 -0.32884
H 1.34743 0.25063 -2.38657
H 0.85719 -2.02017 -1.99252
C -3.66288 1.27333 -1.71031
C -2.62723 2.18513 -1.00500
C -2.46652 2.13633 0.33768
C -1.13224 2.56328 0.83970
C -0.17154 3.04542 0.03322
C -0.60017 3.32708 -1.40510
C -1.72760 2.81676 -1.90908
H -4.62012 1.80436 -2.02944
H -3.90616 0.52600 -1.07405
H -2.98832 0.79185 -2.43733
H -3.24558 1.90517 0.98320
H -0.93948 2.14055 1.85829
H 0.86802 3.20803 0.17418
H 0.10710 4.02284 -1.91755
H -2.10080 2.96419 -2.93191

Properties
SMILES ... Cc1c[nH]c2ccccc12.Cc1ccccc1
HOMO ... -7.9471 eV
HOMO-LUMO gap ... 8.7 eV
Net charge ... 0

Here are the Mulliken charges for atoms 1 to 4, given in e: -1.2649, 0.3737, -0.5391, -0.2328

***

Q | DFT (wB97M-V/def2-TZVPD) results for 2 unconnected molecules or ions with the total composition C16H17N.

CARTESIAN COORDINATES (ANGSTROEM)
C 1.45608 3.00556 -1.63012
C 0.18567 2.63648 -0.85317
C -0.98883 3.29431 -1.27045
N -2.03170 2.71363 -0.41066
C -1.43492 1.87001 0.53093
C -2.11359 1.27023 1.65015
C -1.30700 0.56771 2.57660
C 0.08507 0.45612 2.31530
C 0.72841 1.07746 1.23153
C -0.07254 1.78072 0.29134
H 1.13731 3.87584 -2.24362
H 1.89104 2.09824 -2.07641
H 2.30708 3.27957 -0.83717
H -1.03836 3.90329 -2.04537
H -2.81303 2.29425 -0.95739
H -3.14574 1.39968 1.98967
H -1.62499 0.12743 3.49599
H 0.63026 0.11277 3.31064
H 1.66525 0.84558 0.83013
C 1.95843 -2.35690 -2.01944
C 0.84942 -2.29129 -0.97518
C -0.25321 -1.49772 -0.94525
C -1.07521 -1.66249 0.18459
C -0.82237 -2.55168 1.23777
C 0.28366 -3.35796 1.22714
C 1.05484 -3.27987 0.11787
H 2.35999 -1.31252 -2.14550
H 1.49981 -2.59047 -3.04035
H 2.75551 -2.91244 -1.79575
H -0.50129 -0.71125 -1.62729
H -2.04868 -1.03172 0.15389
H -1.42358 -2.62777 2.12117
H 0.36611 -4.23751 1.84856
H 1.48110 -4.18729 -0.24015

Properties
SMILES ... Cc1c[nH]c2ccccc12.Cc1ccccc1
HOMO ... -7.9895 eV
HOMO-LUMO gap ... 8.8 eV
Net charge ... 0

Here are the Mulliken charges for atoms 1 to 4, given in e: -0.8743, 0.6683, -1.2562, -0.3461

***

Which structure wins on stability? Q wins.